The following is a quantum chemistry calculation of a structure of composition C25H70AsF6KN6O7 in a non-equilibrium geometry, from the Open Molecules 2025 dataset.

XYZ file:
```
116
C25H70AsF6KN6O7 | the Open Molecules 2025 dataset | ωB97M-V with the def2-TZVPD basis set
K -0.524 2.733 3.108
As -1.777 0.155 0.357
F -3.203 1.024 -0.161
F -0.881 1.627 0.791
F -0.465 -0.841 0.977
F -2.573 -1.367 -0.055
F -1.092 0.162 -1.226
F -2.443 0.065 1.980
C -5.747 -2.035 -1.254
O -5.642 -0.635 -1.418
H -6.603 -2.409 -1.812
H -4.860 -2.534 -1.659
H -5.827 -2.314 -0.199
H -4.785 -0.360 -1.075
C -0.976 -3.732 -1.991
C 0.474 -3.654 -1.497
C 0.995 -5.042 -1.126
O 2.290 -4.880 -0.596
C 2.936 -6.085 -0.273
N 1.371 -3.016 -2.473
H -1.577 -4.050 -1.137
H -1.144 -4.337 -2.884
H -1.333 -2.733 -2.247
H 0.444 -3.088 -0.560
H 1.052 -5.687 -2.016
H 0.305 -5.563 -0.448
H 2.236 -6.775 0.212
H 3.786 -5.942 0.391
H 3.272 -6.589 -1.186
H 2.263 -3.349 -2.111
H 1.205 -3.503 -3.351
C -4.716 -2.613 4.054
C -3.285 -3.141 3.958
C -3.163 -3.951 2.635
O -3.867 -5.201 2.710
C -3.665 -5.942 1.526
N -2.297 -2.081 4.052
H -5.401 -3.456 4.124
H -4.913 -2.005 3.167
H -4.859 -1.942 4.901
H -3.093 -3.910 4.713
H -2.123 -4.045 2.308
H -3.709 -3.400 1.861
H -2.636 -6.323 1.475
H -3.847 -5.337 0.635
H -4.269 -6.847 1.574
H -2.381 -1.547 3.190
H -1.381 -2.510 3.935
C 2.499 0.442 4.110
C 1.536 -0.552 3.517
C 1.585 -1.926 4.182
O 0.762 -2.821 3.421
C 1.351 -4.129 3.400
N 0.181 0.050 3.534
H 3.537 0.124 3.990
H 2.333 0.533 5.189
H 2.411 1.439 3.679
H 1.778 -0.665 2.457
H 1.324 -1.933 5.246
H 2.627 -2.265 4.182
H 2.280 -4.115 2.834
H 0.581 -4.733 2.914
H 1.401 -4.601 4.385
H -0.172 -0.116 4.479
H -0.419 -0.550 2.978
C 2.462 0.076 -0.375
C 2.513 0.666 -1.801
C 3.867 0.451 -2.460
O 3.801 1.078 -3.747
C 5.008 1.655 -4.123
N 1.443 0.091 -2.615
H 1.501 0.068 0.153
H 3.191 0.512 0.322
H 2.729 -0.989 -0.383
H 2.280 1.724 -1.639
H 4.030 -0.614 -2.657
H 4.720 0.883 -1.931
H 5.861 0.982 -3.955
H 5.278 2.519 -3.488
H 4.945 2.050 -5.135
H 0.588 0.281 -2.124
H 1.523 -0.916 -2.422
C 2.089 4.606 -6.905
C 1.978 3.629 -5.700
C 0.785 3.902 -4.799
O 0.673 2.835 -3.855
C -0.364 3.174 -2.938
N 1.905 2.255 -6.218
H 3.056 4.377 -7.348
H 2.049 5.619 -6.491
H 1.286 4.527 -7.635
H 2.825 3.703 -5.012
H -0.118 3.836 -5.425
H 0.786 4.894 -4.337
H -0.547 2.311 -2.296
H -1.311 3.444 -3.410
H 0.121 3.907 -2.282
H 1.280 2.246 -7.022
H 2.791 2.081 -6.690
C -0.217 7.604 3.562
C -0.608 6.173 3.187
C -1.111 6.143 1.728
O -1.567 4.861 1.376
C -1.796 4.658 0.002
N 0.511 5.288 3.453
H 0.020 7.742 4.619
H -1.029 8.328 3.449
H 0.630 7.857 2.920
H -1.466 5.899 3.813
H -0.280 6.413 1.061
H -1.855 6.941 1.639
H -2.725 5.165 -0.284
H -1.924 3.613 -0.270
H -0.981 5.054 -0.611
H 1.082 5.463 2.617
H 1.131 5.758 4.110
```

Its charge is 0. As for the HOMO-LUMO gap: 7.34 eV. Its total energy is -5284.666872 Ha.

Mulliken atomic charge list, values in e, 99 entries: atom 1 (K): 0.7559, atom 2 (As): 2.3531, atom 3 (F): -0.4955, atom 4 (F): -0.5358, atom 5 (F): -0.2974, atom 6 (F): -0.6664, atom 7 (F): -0.6113, atom 8 (F): -0.7098, atom 9 (C): -0.3633, atom 10 (O): -0.5930, atom 11 (H): 0.3284, atom 12 (H): 0.1135, atom 13 (H): 0.1491, atom 14 (H): 0.3044, atom 15 (C): -1.5074, atom 16 (C): 1.4544, atom 17 (C): -0.9740, atom 18 (O): -0.2808, atom 19 (C): -0.8778, atom 20 (N): -0.5546, atom 21 (H): 0.3233, atom 22 (H): 0.4131, atom 23 (H): 0.3237, atom 24 (H): -0.6238, atom 25 (H): 0.3448, atom 26 (H): 0.4311, atom 27 (H): 0.3292, atom 28 (H): 0.2453, atom 29 (H): 0.3290, atom 30 (H): 0.2870, atom 31 (H): 0.2851, atom 32 (C): -1.5474, atom 33 (C): 0.1809, atom 34 (C): -0.0764, atom 35 (O): -0.4591, atom 36 (C): -0.6543, atom 37 (N): -0.5359, atom 38 (H): 0.3943, atom 39 (H): 0.2672, atom 40 (H): 0.3728, atom 41 (H): 0.5351, atom 42 (H): 0.3188, atom 43 (H): 0.0532, atom 44 (H): 0.2595, atom 45 (H): 0.2564, atom 46 (H): 0.2813, atom 47 (H): 0.1018, atom 48 (H): 0.2478, atom 49 (C): -1.7773, atom 50 (C): 1.2841, atom 51 (C): -1.0213, atom 52 (O): -0.0207, atom 53 (C): -0.8927, atom 54 (N): 0.2117, atom 55 (H): 0.4174, atom 56 (H): 0.3675, atom 57 (H): 0.3353, atom 58 (H): -0.3899, atom 59 (H): 0.2668, atom 60 (H): 0.6105, atom 61 (H): 0.3757, atom 62 (H): 0.1488, atom 63 (H): 0.3531, atom 64 (H): 0.3316, atom 65 (H): -0.5279, atom 66 (C): -1.0853, atom 67 (C): 1.0903, atom 68 (C): -1.2122, atom 69 (O): -0.1764, atom 70 (C): -0.9306, atom 71 (N): -0.3718, atom 72 (H): -0.1077, atom 73 (H): 0.4600, atom 74 (H): 0.2452, atom 75 (H): 0.2856, atom 76 (H): 0.1864, atom 77 (H): 0.5220, atom 78 (H): 0.4015, atom 79 (H): 0.3664, atom 80 (H): 0.1947, atom 81 (H): 0.1664, atom 82 (H): 0.1049, atom 83 (C): -1.5732, atom 84 (C): 0.6730, atom 85 (C): -1.1108, atom 86 (O): -0.0917, atom 87 (C): -0.7371, atom 88 (N): -0.5826, atom 89 (H): 0.4088, atom 90 (H): 0.3642, atom 91 (H): 0.3853, atom 92 (H): 0.2406, atom 93 (H): 0.3269, atom 94 (H): 0.4000, atom 95 (H): -0.0396, atom 96 (H): 0.4467, atom 97 (H): 0.3599, atom 98 (H): 0.2718, atom 99 (H): 0.2682



The following is a quantum chemistry calculation of a cluster of 6 separate species, C25H70F6N5O5P in total in a non-equilibrium geometry, from the Open Molecules 2025 dataset.

XYZ file:
```
112
C25H70F6N5O5P | the Open Molecules 2025 dataset | ωB97M-V with the def2-TZVPD basis set
C 1.766 2.672 2.345
N 1.965 4.136 2.691
C 1.464 4.959 1.535
C 1.129 4.465 3.899
C 3.445 4.426 2.959
C 3.733 5.892 3.248
O 3.186 6.278 4.487
H 2.475 2.415 1.565
H 0.695 2.582 2.211
H 2.072 2.134 3.245
H 2.152 4.887 0.698
H 1.343 5.961 1.938
H 0.487 4.603 1.217
H 1.469 3.887 4.752
H 0.095 4.186 3.691
H 1.151 5.543 4.018
H 4.005 4.195 2.051
H 3.674 3.712 3.747
H 3.424 6.509 2.399
H 4.820 5.998 3.309
H 3.785 6.872 4.952
C -3.335 -1.670 0.789
N -2.714 -1.872 2.151
C -3.023 -3.254 2.646
C -1.227 -1.704 2.133
C -3.325 -0.864 3.160
C -4.847 -0.968 3.199
O -5.246 -1.871 4.201
H -4.159 -2.373 0.694
H -2.541 -1.935 0.098
H -3.757 -0.680 0.653
H -4.090 -3.451 2.650
H -2.634 -3.382 3.655
H -2.465 -3.951 2.023
H -0.895 -0.691 1.923
H -0.864 -2.374 1.359
H -0.838 -1.913 3.128
H -2.904 0.089 2.862
H -2.970 -1.269 4.106
H -5.396 -1.112 2.265
H -5.193 0.017 3.554
H -6.194 -2.030 4.226
C 4.027 -1.593 2.109
N 4.722 -1.488 0.783
C 4.723 -0.085 0.276
C 6.119 -1.966 1.000
C 3.933 -2.423 -0.105
C 4.369 -2.483 -1.562
O 5.602 -3.189 -1.603
H 4.082 -2.594 2.523
H 2.989 -1.288 1.985
H 4.470 -0.863 2.786
H 5.324 -0.100 -0.630
H 5.188 0.568 1.009
H 3.716 0.230 0.013
H 6.107 -3.036 1.204
H 6.487 -1.384 1.842
H 6.794 -1.892 0.150
H 2.883 -2.141 -0.171
H 4.019 -3.374 0.416
H 4.486 -1.497 -2.021
H 3.578 -2.956 -2.151
H 6.028 -3.010 -2.452
C -2.974 -5.294 -3.803
N -1.753 -4.937 -2.964
C -1.966 -3.590 -2.324
C -1.780 -5.928 -1.828
C -0.462 -4.993 -3.783
C 0.032 -6.408 -4.056
O 1.276 -6.215 -4.722
H -2.911 -4.709 -4.716
H -3.904 -5.106 -3.274
H -2.898 -6.366 -3.963
H -2.767 -3.668 -1.593
H -2.267 -2.826 -3.037
H -1.010 -3.385 -1.849
H -1.649 -6.927 -2.235
H -2.727 -5.976 -1.295
H -0.952 -5.702 -1.159
H 0.240 -4.481 -3.126
H -0.716 -4.452 -4.690
H -0.678 -6.904 -4.725
H 0.226 -6.960 -3.136
H 1.470 -7.065 -5.141
C -4.294 4.323 -1.919
N -2.892 3.868 -1.750
C -2.870 2.841 -0.638
C -2.455 3.128 -2.987
C -1.988 5.026 -1.374
C -1.416 5.766 -2.558
O -2.447 6.097 -3.463
H -4.711 4.768 -1.014
H -4.936 3.489 -2.197
H -4.394 5.100 -2.675
H -1.822 2.568 -0.523
H -3.396 1.962 -1.003
H -3.370 3.193 0.260
H -3.063 2.254 -3.207
H -1.393 2.922 -2.901
H -2.672 3.781 -3.834
H -1.224 4.801 -0.639
H -2.728 5.711 -0.955
H -0.666 5.149 -3.069
H -0.876 6.659 -2.236
H -2.169 6.819 -4.038
P 0.636 -0.134 -1.079
F 1.088 1.445 -1.214
F 1.358 -0.073 0.387
F -0.784 0.144 -0.373
F 0.452 -1.757 -0.967
F -0.133 -0.013 -2.502
F 1.971 -0.435 -1.949
```

Its charge is +4. As for the HOMO-LUMO gap: 10.09 eV. Its total energy is -2583.871063 Ha.

Mulliken atomic charge list, values in e, 99 entries: atom 1 (C): -1.2209, atom 2 (N): 0.1585, atom 3 (C): -1.4722, atom 4 (C): -0.8879, atom 5 (C): -0.3547, atom 6 (C): -0.6691, atom 7 (O): -0.4887, atom 8 (H): 0.5434, atom 9 (H): 0.3847, atom 10 (H): 0.3683, atom 11 (H): 0.3692, atom 12 (H): 0.5035, atom 13 (H): 0.6936, atom 14 (H): 0.3628, atom 15 (H): 0.3258, atom 16 (H): 0.4540, atom 17 (H): 0.3203, atom 18 (H): 0.4010, atom 19 (H): 0.2935, atom 20 (H): 0.4903, atom 21 (H): 0.3496, atom 22 (C): -0.6819, atom 23 (N): 0.3428, atom 24 (C): -1.0369, atom 25 (C): -1.0820, atom 26 (C): -0.6640, atom 27 (C): -0.5505, atom 28 (O): -0.5316, atom 29 (H): 0.4158, atom 30 (H): -0.0410, atom 31 (H): 0.3803, atom 32 (H): 0.4329, atom 33 (H): 0.4073, atom 34 (H): 0.3756, atom 35 (H): 0.2603, atom 36 (H): 0.4520, atom 37 (H): 0.4486, atom 38 (H): 0.4478, atom 39 (H): 0.4707, atom 40 (H): 0.3785, atom 41 (H): 0.4268, atom 42 (H): 0.3417, atom 43 (C): -0.7908, atom 44 (N): 0.1711, atom 45 (C): -0.9518, atom 46 (C): -0.8056, atom 47 (C): -0.1228, atom 48 (C): -0.6042, atom 49 (O): -0.5358, atom 50 (H): 0.3935, atom 51 (H): 0.1632, atom 52 (H): 0.4153, atom 53 (H): 0.3538, atom 54 (H): 0.4747, atom 55 (H): 0.2177, atom 56 (H): 0.3795, atom 57 (H): 0.4208, atom 58 (H): 0.3436, atom 59 (H): -0.1019, atom 60 (H): 0.5183, atom 61 (H): 0.3500, atom 62 (H): 0.3666, atom 63 (H): 0.3419, atom 64 (C): -0.9007, atom 65 (N): 0.0836, atom 66 (C): -1.1099, atom 67 (C): -1.0653, atom 68 (C): -0.2005, atom 69 (C): -0.5246, atom 70 (O): -0.5079, atom 71 (H): 0.3732, atom 72 (H): 0.3632, atom 73 (H): 0.4377, atom 74 (H): 0.4316, atom 75 (H): 0.4551, atom 76 (H): 0.3458, atom 77 (H): 0.4708, atom 78 (H): 0.3795, atom 79 (H): 0.3938, atom 80 (H): 0.0860, atom 81 (H): 0.3820, atom 82 (H): 0.4299, atom 83 (H): 0.3083, atom 84 (H): 0.3571, atom 85 (C): -0.9218, atom 86 (N): 0.3686, atom 87 (C): -1.2625, atom 88 (C): -1.0756, atom 89 (C): 0.0767, atom 90 (C): -0.6710, atom 91 (O): -0.4801, atom 92 (H): 0.4049, atom 93 (H): 0.3928, atom 94 (H): 0.3348, atom 95 (H): 0.3351, atom 96 (H): 0.4926, atom 97 (H): 0.3606, atom 98 (H): 0.3807, atom 99 (H): 0.4085



The following is a quantum chemistry calculation of a cluster of 7 separate species, C25H70N8O7 in total in a non-equilibrium geometry, from the Open Molecules 2025 dataset.

XYZ file:
```
110
C25H70N8O7 | the Open Molecules 2025 dataset | ωB97M-V with the def2-TZVPD basis set
C 0.733 -1.415 9.433
O 2.032 -1.477 10.001
C 2.647 -0.193 10.059
C 3.233 0.369 8.738
C 4.309 -0.642 8.245
N 3.775 1.706 8.811
H 0.097 -0.780 10.049
H 0.244 -2.378 9.585
H 0.613 -1.077 8.403
H 1.962 0.546 10.474
H 3.416 -0.226 10.831
H 2.498 0.378 7.933
H 5.024 -0.264 7.514
H 3.955 -1.591 7.842
H 4.821 -0.793 9.196
H 4.738 1.647 9.109
H 3.849 2.226 7.947
C 11.106 -10.627 2.167
O 10.094 -9.809 1.488
C 8.754 -9.947 1.826
C 7.813 -9.071 0.961
C 7.505 -7.729 1.519
N 6.595 -9.885 0.688
H 10.798 -11.672 2.200
H 11.312 -10.251 3.169
H 12.095 -10.603 1.710
H 8.438 -10.985 1.725
H 8.695 -9.769 2.900
H 8.189 -8.829 -0.032
H 8.403 -7.112 1.532
H 7.064 -7.701 2.516
H 6.801 -7.205 0.873
H 6.720 -10.668 0.062
H 6.016 -9.205 0.217
C 2.105 3.373 1.717
O 0.983 2.532 1.407
C 1.304 1.239 0.858
C 1.016 0.030 1.780
C 1.480 -1.283 1.333
N -0.364 -0.217 2.062
H 2.739 3.488 0.838
H 2.805 3.066 2.494
H 1.736 4.372 1.947
H 0.755 1.284 -0.082
H 2.364 1.259 0.603
H 1.594 0.112 2.700
H 2.554 -1.194 1.163
H 0.949 -1.502 0.407
H 1.287 -2.041 2.092
H -0.793 0.687 2.193
H -0.722 -0.517 1.167
C 1.083 10.412 -6.866
O 1.881 9.479 -6.126
C 3.210 9.866 -5.816
C 3.769 9.301 -4.502
C 2.782 9.557 -3.444
N 5.029 9.930 -4.148
H 0.659 11.141 -6.175
H 0.212 9.900 -7.276
H 1.537 10.976 -7.680
H 3.876 9.524 -6.608
H 3.282 10.952 -5.758
H 3.966 8.236 -4.629
H 3.155 9.672 -2.426
H 2.095 8.714 -3.383
H 2.230 10.412 -3.836
H 4.915 10.922 -4.297
H 5.046 9.723 -3.160
C -5.337 -2.113 -5.533
O -6.339 -2.900 -4.910
C -7.360 -3.356 -5.790
C -8.255 -2.302 -6.271
C -9.431 -2.012 -5.291
N -8.797 -2.849 -7.507
H -4.486 -2.008 -4.860
H -5.531 -1.060 -5.734
H -4.881 -2.540 -6.426
H -6.852 -3.812 -6.640
H -8.089 -4.028 -5.339
H -7.749 -1.415 -6.654
H -8.909 -1.513 -4.474
H -9.946 -2.950 -5.084
H -10.186 -1.386 -5.767
H -9.054 -2.103 -8.137
H -8.163 -3.485 -7.969
C -5.814 7.036 -4.386
O -5.781 6.161 -3.226
C -6.603 4.967 -3.532
C -6.923 4.123 -2.262
C -7.148 5.064 -1.039
N -5.935 3.125 -1.952
H -6.808 7.391 -4.657
H -5.482 6.352 -5.168
H -5.094 7.848 -4.289
H -7.544 5.300 -3.970
H -6.136 4.295 -4.253
H -7.896 3.647 -2.380
H -6.349 5.799 -0.945
H -7.466 4.469 -0.183
H -8.074 5.597 -1.258
H -5.084 3.669 -1.952
H -5.940 2.428 -2.683
N -3.128 -6.976 4.378
C -3.398 -7.924 3.568
N -2.993 -9.063 3.993
O -3.975 -7.701 2.530
H -3.393 -6.028 4.151
H -2.633 -7.066 5.254
H -3.417 -9.865 3.547
H -2.489 -9.190 4.859
```

Its charge is 0. As for the HOMO-LUMO gap: 9.67 eV. Its total energy is -1958.979544 Ha.

Mulliken atomic charge list, values in e, 99 entries: atom 1 (C): -0.7512, atom 2 (O): -0.3427, atom 3 (C): -0.7410, atom 4 (C): 0.3689, atom 5 (C): -1.3014, atom 6 (N): -0.6527, atom 7 (H): 0.3290, atom 8 (H): 0.2936, atom 9 (H): 0.2696, atom 10 (H): 0.3627, atom 11 (H): 0.3838, atom 12 (H): 0.2402, atom 13 (H): 0.3868, atom 14 (H): 0.2904, atom 15 (H): 0.3391, atom 16 (H): 0.2578, atom 17 (H): 0.2672, atom 18 (C): -0.7223, atom 19 (O): -0.3285, atom 20 (C): -0.6650, atom 21 (C): 0.7671, atom 22 (C): -1.5623, atom 23 (N): -0.7880, atom 24 (H): 0.2958, atom 25 (H): 0.2881, atom 26 (H): 0.2615, atom 27 (H): 0.3502, atom 28 (H): 0.3341, atom 29 (H): 0.1825, atom 30 (H): 0.3390, atom 31 (H): 0.3610, atom 32 (H): 0.3985, atom 33 (H): 0.2370, atom 34 (H): 0.2513, atom 35 (C): -0.7455, atom 36 (O): -0.3326, atom 37 (C): -0.7430, atom 38 (C): 0.5414, atom 39 (C): -1.4356, atom 40 (N): -0.6978, atom 41 (H): 0.3313, atom 42 (H): 0.3029, atom 43 (H): 0.2655, atom 44 (H): 0.2349, atom 45 (H): 0.4149, atom 46 (H): 0.2013, atom 47 (H): 0.3848, atom 48 (H): 0.3520, atom 49 (H): 0.3428, atom 50 (H): 0.2896, atom 51 (H): 0.2932, atom 52 (C): -0.7374, atom 53 (O): -0.3189, atom 54 (C): -0.8457, atom 55 (C): 0.4009, atom 56 (C): -1.1816, atom 57 (N): -0.6961, atom 58 (H): 0.3003, atom 59 (H): 0.2621, atom 60 (H): 0.3113, atom 61 (H): 0.3173, atom 62 (H): 0.4410, atom 63 (H): 0.2691, atom 64 (H): 0.4798, atom 65 (H): 0.2607, atom 66 (H): 0.1939, atom 67 (H): 0.2749, atom 68 (H): 0.2684, atom 69 (C): -0.8135, atom 70 (O): -0.3179, atom 71 (C): -0.8376, atom 72 (C): 0.5088, atom 73 (C): -1.3027, atom 74 (N): -0.7111, atom 75 (H): 0.2875, atom 76 (H): 0.2865, atom 77 (H): 0.3355, atom 78 (H): 0.4326, atom 79 (H): 0.3271, atom 80 (H): 0.3855, atom 81 (H): 0.2890, atom 82 (H): 0.3470, atom 83 (H): 0.3510, atom 84 (H): 0.2418, atom 85 (H): 0.1905, atom 86 (C): -0.7111, atom 87 (O): -0.3174, atom 88 (C): -0.7129, atom 89 (C): 0.1013, atom 90 (C): -1.2578, atom 91 (N): -0.6833, atom 92 (H): 0.2842, atom 93 (H): 0.3078, atom 94 (H): 0.2545, atom 95 (H): 0.4299, atom 96 (H): 0.3945, atom 97 (H): 0.3903, atom 98 (H): 0.3147, atom 99 (H): 0.3550